Record 1
Density functional theory data (wB97M-V/def2-TZVPD) for a structure of composition C18H44Ba2NO8 at a distorted geometry.

Max |F|, hartree/bohr: 0.0483
Gap between HOMO and LUMO, eV: 4.07
HOMO level, eV: -14.102

```
! RIJCOSX wB97M-V def2-TZVPD def2/J DEFGRID3
* xyz 3 1
Ba -1.5080 -1.9430 3.6274
Ba -1.6453 4.0326 4.0626
O -1.1495 -0.0128 1.8753
C -1.5294 1.2698 2.1832
O -2.4611 1.4476 3.0083
O -0.8353 2.2086 1.7358
H -0.2811 0.1955 1.4437
C 3.1316 2.3572 1.5402
C 2.3627 1.9387 2.7810
O 3.2100 1.1057 3.5732
H 2.4522 2.7434 0.7741
H 3.6337 1.5103 1.0754
H 3.8653 3.1156 1.8055
H 1.4558 1.3812 2.5374
H 2.0964 2.8010 3.4075
H 3.9144 1.5781 4.0264
C 3.2588 -2.5636 4.1134
C 2.0974 -2.6699 3.1119
O 1.4516 -1.3818 2.9974
H 2.9435 -2.1719 5.0830
H 3.9391 -1.8550 3.6438
H 3.6959 -3.5304 4.3601
H 1.3750 -3.4128 3.4692
H 2.5604 -2.9501 2.1662
H 2.1153 -0.6905 2.8527
C -2.3528 5.8699 -1.1751
C -2.1310 4.4544 -0.6902
O -0.8559 4.3838 -0.0252
H -3.2017 5.8810 -1.8637
H -1.4626 6.3314 -1.5897
H -2.7460 6.5056 -0.3744
H -2.0507 3.7237 -1.5017
H -2.9747 4.1941 -0.0346
H -0.8389 3.5792 0.5028
C -6.7166 1.0945 0.9344
C -5.3367 0.6748 1.4045
O -5.5302 -0.3020 2.4555
H -7.2446 1.6123 1.7379
H -7.3258 0.2763 0.5623
H -6.6622 1.8483 0.1415
H -4.7234 1.5049 1.7525
H -4.8406 0.2746 0.5123
H -5.2125 -1.1415 2.1155
C 0.5188 -3.8415 -1.8351
C 1.6105 -3.0185 -2.5321
C 1.3309 -2.9006 -4.0370
C 0.2311 -1.9241 -4.4319
C 0.5312 -0.5688 -3.7994
C 0.8123 -0.5790 -2.3173
N 1.7356 -1.6611 -1.9446
O 1.9181 -1.7465 -0.5443
C 1.3871 0.8023 -1.9523
C -0.4835 -0.7277 -1.4995
C 2.9704 -3.7130 -2.3733
H -0.4548 -3.5969 -2.2693
H 0.5945 -4.8886 -2.1573
H 0.5117 -3.9044 -0.7491
H 2.3033 -2.6632 -4.4673
H 0.9939 -3.8994 -4.3286
H 0.3189 -1.8423 -5.5153
H -0.7571 -2.2990 -4.1678
H -0.3468 0.0502 -4.0119
H 1.3562 -0.0784 -4.3227
H 1.2723 0.9975 -0.8821
H 0.9695 1.5699 -2.5949
H 2.4700 0.7452 -2.1031
H -1.1081 0.1726 -1.4536
H -0.2455 -0.9681 -0.4610
H -1.1724 -1.5178 -1.8110
H 3.2120 -3.9070 -1.3302
H 2.9261 -4.6282 -2.9699
H 3.7969 -3.1768 -2.8447
H 2.8545 -1.5557 -0.4127
*
```

---

Record 2
Density functional theory data (wB97M-V/def2-TZVPD) for a structure of composition C18H44BeN2O6 at a distorted geometry.

Max |F|, hartree/bohr: 0.0548
Gap between HOMO and LUMO, eV: 7.88
HOMO level, eV: -7.148
Energy above the lowest of the compared OMol25 structures with the same formula, charge and spin, kJ/mol: 56.0

```
! RIJCOSX wB97M-V def2-TZVPD def2/J DEFGRID3
* xyz 0 1
Be -0.3416 0.2604 -0.0171
C -4.5191 -0.3458 1.8511
C -3.3308 0.5552 2.1911
C -2.8903 0.4014 3.6364
O -2.2415 0.4387 1.3577
H -5.2143 -0.2294 2.6958
H -4.3147 -1.4198 1.8504
H -5.1129 -0.0166 0.9988
H -3.8022 1.5587 2.1256
H -2.9328 -0.6387 3.9934
H -3.5545 0.8506 4.3871
H -1.8798 0.7409 3.8612
C 2.7678 -1.6461 -3.1232
C 2.4093 -0.3527 -2.3953
C 2.1496 0.7474 -3.3968
O 1.3651 -0.6427 -1.5235
H 1.8541 -2.0442 -3.5809
H 3.2097 -2.4122 -2.4916
H 3.3344 -1.3793 -4.0224
H 3.3113 -0.0610 -1.8208
H 1.1844 0.6935 -3.9076
H 2.9398 0.8806 -4.1366
H 2.0772 1.6673 -2.8041
C 4.4790 -1.9275 1.2460
O 3.9924 -0.5994 1.3120
C 2.9177 -0.4794 2.2570
C 2.2880 0.8867 2.0555
N 1.8036 1.0738 0.6824
C 1.8384 2.4724 0.2674
C 0.6083 3.1450 0.8560
O -0.4433 2.6401 0.0269
C -1.6899 3.3234 0.2300
H 3.6733 -2.6571 1.3425
H 5.3129 -2.1180 1.9270
H 4.8895 -2.0261 0.2390
H 3.4551 -0.4847 3.2107
H 2.2390 -1.3260 2.1352
H 3.1680 1.5332 2.1806
H 1.5151 1.1936 2.7561
H 2.2981 0.4488 0.0477
H 1.9170 2.5635 -0.8154
H 2.7943 2.8935 0.6046
H 0.6380 4.2280 0.9756
H 0.3492 2.7022 1.8228
H -2.4516 2.6318 -0.1245
H -1.6880 4.1638 -0.4700
H -1.8344 3.6079 1.2697
C -0.2077 -2.1473 2.6450
O -0.2677 -1.8863 1.2559
C -0.4447 -3.0191 0.4125
C -1.5991 -2.6626 -0.5054
N -1.1938 -1.5356 -1.3344
C -2.3349 -1.1130 -2.1461
C -1.9410 0.0471 -3.0286
O -1.4074 1.0243 -2.1751
C -0.9868 2.1860 -2.8749
H -0.0598 -1.2175 3.1902
H 0.6344 -2.7838 2.9435
H -1.1387 -2.6364 2.9395
H -0.7773 -3.9692 0.8510
H 0.5383 -3.2405 -0.0101
H -2.4323 -2.3416 0.1198
H -1.8826 -3.4507 -1.2136
H -0.3248 -1.6386 -1.8623
H -3.2163 -0.9263 -1.5361
H -2.5212 -1.9794 -2.7987
H -2.8127 0.4174 -3.5867
H -1.2809 -0.2238 -3.8615
H -1.0795 2.0612 -3.9558
H -0.0478 2.5797 -2.5043
H -1.7537 2.9602 -2.7270
*
```

---

Record 3
Density functional theory data (wB97M-V/def2-TZVPD) for a structure of composition C18H45AlN3O6 at a distorted geometry.

Max |F|, hartree/bohr: 0.0541
Gap between HOMO and LUMO, eV: 4.30
HOMO level, eV: -18.326
Energy above the lowest of the compared OMol25 structures with the same formula, charge and spin, kJ/mol: 264.6

```
! RIJCOSX wB97M-V def2-TZVPD def2/J DEFGRID3
* xyz 3 1
Al 0.7575 0.2710 0.4701
C -1.9598 -0.5649 3.4905
O -1.8780 0.1437 2.2179
C -3.0409 0.9524 2.0538
C -2.7018 2.0099 0.9967
N -2.0220 1.5001 -0.1926
C -1.7479 2.7146 -1.0313
C -1.0217 2.2568 -2.3124
O 0.3217 1.8192 -1.9466
C 1.2883 2.2901 -2.9359
H -2.8860 -1.1395 3.4995
H -2.0251 0.1492 4.3114
H -1.0981 -1.1834 3.7414
H -3.3949 1.4148 2.9752
H -3.9041 0.3815 1.7118
H -2.0274 2.6848 1.5239
H -3.5704 2.5983 0.7010
H -2.6355 0.9155 -0.7422
H -1.1057 3.3644 -0.4367
H -2.6861 3.2090 -1.2829
H -0.9884 3.1296 -2.9645
H -1.5176 1.4047 -2.7775
H 2.3006 1.9938 -2.6609
H 1.3174 3.3766 -3.0182
H 1.1698 1.9102 -3.9506
C 0.4871 -3.1109 2.7216
O -0.0913 -2.2775 1.7376
C -0.9878 -3.0823 0.9579
C -1.8406 -2.3701 -0.0921
N -1.0315 -1.8394 -1.2291
C -1.7442 -1.5780 -2.5112
C -3.2330 -1.1800 -2.4449
O -3.5117 0.1014 -1.8748
C -4.7739 0.6075 -2.2509
H 1.1900 -2.5221 3.3110
H 1.1248 -3.8786 2.2834
H -0.2275 -3.6024 3.3818
H -1.6657 -3.5137 1.6944
H -0.4632 -3.9080 0.4771
H -2.5386 -1.6596 0.3507
H -2.4376 -3.1334 -0.5911
H -0.3874 -2.5641 -1.5121
H -1.6353 -2.4341 -3.1771
H -1.1061 -0.8627 -3.0301
H -3.8167 -1.9643 -1.9631
H -3.4772 -1.0761 -3.5021
H -4.8948 0.8175 -3.3137
H -4.9655 1.5271 -1.6981
H -5.6383 0.0039 -1.9743
C 1.8836 -0.0693 4.2690
O 2.4220 0.0103 2.9266
C 3.8109 0.4233 2.8939
C 4.4344 0.4610 1.5213
N 3.6613 1.2646 0.5511
C 4.3453 1.2939 -0.7581
C 4.1727 0.0068 -1.6507
O 2.7867 -0.3153 -1.8110
C 2.4104 -0.8273 -3.1356
H 1.9450 0.9449 4.6637
H 2.4485 -0.6769 4.9759
H 0.8259 -0.3256 4.3285
H 4.4122 -0.3026 3.4413
H 3.8132 1.3968 3.3842
H 4.4835 -0.5765 1.1908
H 5.4900 0.7303 1.5563
H 3.7418 2.2148 0.8838
H 5.4097 1.4778 -0.6124
H 3.9208 2.1107 -1.3418
H 4.7557 -0.8225 -1.2500
H 4.6350 0.2690 -2.6023
H 2.6480 -0.0827 -3.8954
H 1.3417 -0.9614 -3.3030
H 2.9239 -1.7464 -3.4178
*
```